A structure of composition C51H115Cl4N9 at a distorted geometry. Source: OMol25; level of theory: wB97M-V/def2-TZVPD.

Last column: Mulliken charge in e.
Element x y z (Å)
C  -3.509  -1.515  -3.430  -0.54
C  -3.551  -0.159  -4.103  -0.13
N  -3.512  -0.078  -5.550  1.11
C  -4.749  -0.571  -6.069  -0.56
C  -4.665  -1.059  -7.497  -1.33
C  -3.234  1.271  -5.956  0.48
C  -2.562  1.377  -7.367  -1.37
H  -2.637  -1.932  -3.935  -0.10
H  -4.399  -2.118  -3.609  0.42
H  -3.292  -1.501  -2.362  0.02
H  -4.294  0.481  -3.628  0.26
H  -2.606  0.212  -3.706  -0.48
H  -5.196  -1.317  -5.412  0.36
H  -5.530  0.189  -6.084  0.43
H  -3.654  -1.282  -7.840  0.23
H  -5.348  -1.890  -7.672  0.38
H  -4.980  -0.181  -8.060  0.28
H  -2.521  1.682  -5.241  -0.81
H  -4.049  1.994  -5.980  0.33
H  -1.808  0.607  -7.527  0.20
H  -2.055  2.313  -7.600  0.43
H  -3.311  1.380  -8.159  0.36
C  7.717  -1.437  -1.179  -1.22
C  7.033  -2.852  -1.463  -0.20
N  6.327  -3.135  -0.200  0.60
C  6.080  -4.533  0.076  -0.59
C  7.374  -5.193  0.507  -1.30
C  5.190  -2.339  0.114  -0.29
C  5.036  -1.915  1.594  -1.33
H  8.313  -1.091  -2.024  0.44
H  8.327  -1.430  -0.276  0.32
H  7.017  -0.608  -1.072  0.26
H  6.301  -2.806  -2.270  0.03
H  7.851  -3.491  -1.796  0.40
H  5.330  -4.557  0.866  0.47
H  5.566  -5.020  -0.753  0.22
H  7.812  -4.623  1.326  0.33
H  7.333  -6.123  1.074  0.44
H  8.086  -5.355  -0.303  0.29
H  4.270  -2.857  -0.158  0.01
H  5.308  -1.470  -0.534  0.55
H  4.777  -2.648  2.358  0.28
H  4.281  -1.135  1.694  0.02
H  5.993  -1.479  1.878  0.38
C  -2.159  -0.679  7.989  -1.04
C  -0.612  -0.452  7.986  -0.89
N  -0.169  -0.345  6.585  0.55
C  1.218  0.190  6.634  -0.96
C  1.917  0.622  5.361  -1.01
C  -0.377  -1.617  5.816  0.18
C  0.269  -2.810  6.505  -1.42
H  -2.347  -0.463  9.040  0.45
H  -2.316  -1.727  7.732  0.24
H  -2.605  -0.122  7.165  0.14
H  -0.337  0.474  8.491  0.50
H  -0.026  -1.153  8.580  0.55
H  1.307  1.028  7.325  0.47
H  1.946  -0.483  7.087  0.54
H  2.749  1.239  5.701  0.47
H  2.357  -0.187  4.778  0.28
H  1.319  1.207  4.662  0.07
H  0.166  -1.580  4.872  -0.33
H  -1.433  -1.821  5.638  0.22
H  -0.162  -2.952  7.496  0.34
H  1.351  -2.741  6.616  0.29
H  0.129  -3.637  5.809  0.45
C  3.306  -3.183  -3.099  -0.25
C  2.352  -2.564  -4.134  -0.35
N  1.042  -3.328  -4.371  0.09
C  0.266  -3.244  -3.162  1.10
C  -0.940  -4.204  -3.035  -1.45
C  0.314  -2.806  -5.610  -1.37
C  -0.141  -1.370  -5.721  -0.04
H  4.220  -2.665  -2.809  0.10
H  3.604  -4.150  -3.503  0.30
H  2.752  -3.337  -2.173  -0.45
H  2.148  -1.521  -3.889  0.13
H  2.896  -2.446  -5.071  0.51
H  0.843  -3.597  -2.307  -0.80
H  0.173  -2.235  -2.761  0.06
H  -1.737  -3.874  -3.701  0.32
H  -0.659  -5.244  -3.200  0.38
H  -1.344  -4.336  -2.031  0.24
H  -0.566  -3.439  -5.717  0.48
H  1.028  -2.993  -6.412  0.45
H  0.679  -0.660  -5.827  0.38
H  -0.779  -1.117  -4.875  -0.18
H  -0.774  -1.383  -6.609  0.24
C  -3.736  -0.982  3.488  -0.32
C  -5.046  -0.806  2.712  -1.24
N  -5.294  0.591  2.282  -0.01
C  -4.299  1.358  1.440  0.10
C  -3.826  0.485  0.236  -0.87
C  -5.799  1.420  3.387  -0.18
C  -6.387  2.771  2.970  -1.37
H  -3.529  -0.303  4.315  0.12
H  -2.879  -1.108  2.825  0.01
H  -3.752  -1.892  4.088  0.50
H  -5.027  -1.370  1.779  0.23
H  -5.846  -1.254  3.301  0.60
H  -4.647  2.279  0.972  0.48
H  -3.488  1.790  2.025  -0.06
H  -3.341  1.081  -0.537  0.28
H  -3.090  -0.196  0.661  -0.25
H  -4.592  -0.218  -0.090  0.36
H  -5.079  1.537  4.197  0.11
H  -6.660  0.827  3.696  0.46
H  -7.093  2.706  2.142  0.38
H  -5.576  3.414  2.627  0.19
H  -6.946  3.268  3.763  0.41
C  4.480  1.733  1.375  -0.68
C  4.483  3.160  0.776  -0.86
N  3.311  3.554  -0.060  0.28
C  2.114  3.571  0.760  1.25
C  2.009  4.520  1.970  -1.31
C  3.629  4.800  -0.699  -0.36
C  2.616  5.379  -1.640  -1.24
H  4.570  1.001  0.573  0.06
H  3.560  1.640  1.952  0.04
H  5.275  1.505  2.087  0.51
H  4.570  3.970  1.500  0.39
H  5.376  3.184  0.152  0.54
H  1.229  3.809  0.170  -0.81
H  1.931  2.538  1.055  -0.50
H  2.917  4.642  2.561  0.31
H  1.706  5.539  1.731  0.37
H  1.189  4.284  2.647  0.25
H  4.492  4.530  -1.308  0.48
H  3.891  5.591  0.003  0.36
H  2.273  4.579  -2.296  0.16
H  3.138  6.116  -2.249  0.49
H  1.786  5.880  -1.141  0.20
C  -3.043  4.254  -3.952  -1.35
C  -1.590  3.957  -3.567  -0.84
N  -1.469  3.546  -2.169  0.81
C  -1.549  4.808  -1.357  -0.35
C  -1.696  4.666  0.115  -0.66
C  -0.155  2.802  -2.008  1.21
C  -0.206  1.453  -2.670  -0.43
H  -3.551  3.324  -3.700  0.10
H  -3.035  4.554  -5.000  0.40
H  -3.532  5.058  -3.402  0.46
H  -1.121  3.286  -4.287  0.69
H  -0.944  4.798  -3.816  0.27
H  -0.777  5.576  -1.389  0.21
H  -2.478  5.246  -1.720  0.24
H  -0.906  3.996  0.453  -0.12
H  -1.753  5.609  0.657  0.49
H  -2.531  4.052  0.454  0.05
H  -0.055  2.518  -0.960  -0.74
H  0.674  3.395  -2.394  -0.62
H  -0.578  1.475  -3.694  0.05
H  -0.787  0.754  -2.068  -0.23
H  0.839  1.147  -2.725  0.48
C  0.090  -1.001  0.766  -0.57
Cl  1.761  -0.931  0.188  -0.13
Cl  -0.106  -1.933  2.344  -0.35
Cl  -0.196  0.662  1.249  0.35
Cl  -1.059  -1.653  -0.467  -0.18
N  -0.174  -5.735  1.181  0.14
C  0.302  -6.960  0.933  -0.37
C  1.122  -7.027  -0.169  -1.37
C  1.244  -5.697  -0.510  0.32
C  0.469  -4.845  0.368  -0.43
H  -0.726  -5.494  1.992  0.19
H  -0.013  -7.726  1.626  0.42
H  1.734  -7.807  -0.597  0.40
H  1.876  -5.238  -1.256  0.56
H  0.399  -3.772  0.464  0.14
N  -1.393  2.566  5.178  0.19
C  -2.134  3.412  6.008  -0.65
C  -3.000  4.109  5.176  -0.96
C  -2.658  3.885  3.870  -0.33
C  -1.707  2.883  3.871  -0.57
H  -0.853  1.790  5.533  0.29
H  -2.122  3.396  7.088  0.45
H  -3.693  4.816  5.608  0.41
H  -3.041  4.488  3.060  0.46
H  -1.218  2.515  2.981  0.56

Computed properties:
- Spin multiplicity: 2
- Gap between HOMO and LUMO (alpha / beta): 0.1429 / 0.2916 hartree
- Total energy: -118246.045 eV
- Net charge: -1
- Largest force on an atom: 4.24 eV/A